Record 1
{"formula": "C35H26BBr3CrN4O3", "method": "ωB97M-V/def2-TZVPD", "symbols": ["Cr", "N", "C", "C", "C", "C", "C", "C", "C", "C", "C", "C", "C", "C", "N", "C", "C", "C", "C", "N", "H", "H", "H", "H", "H", "H", "H", "H", "H", "H", "Br", "C", "C", "C", "Br", "C", "C", "C", "C", "N", "C", "C", "O", "H", "H", "H", "H", "C", "C", "C", "C", "C", "C", "C", "C", "O", "B", "O", "C", "C", "H", "H", "H", "H", "H", "H", "H", "H", "H", "H", "H", "H", "Br"], "xyz": [[1.220, 0.622, -1.966], [2.979, -6.028, 5.848], [2.687, -5.232, 5.048], [2.322, -4.354, 4.034], [1.280, -4.627, 3.092], [1.025, -3.756, 2.086], [1.652, -2.497, 1.931], [2.637, -2.185, 2.883], [2.956, -3.080, 3.854], [1.362, -1.571, 0.829], [1.358, -0.131, 1.105], [1.259, 0.490, 2.340], [1.065, 1.851, 2.100], [1.083, 2.037, 0.759], [1.256, 0.806, 0.158], [1.104, -2.220, -0.444], [1.167, -3.579, -0.846], [0.882, -3.614, -2.184], [0.687, -2.264, -2.584], [0.837, -1.391, -1.577], [0.751, -5.611, 3.236], [0.243, -3.992, 1.357], [3.240, -1.272, 2.805], [3.805, -2.949, 4.545], [1.192, -0.009, 3.262], [0.899, 2.571, 2.907], [0.966, 2.849, 0.059], [1.447, -4.368, -0.129], [0.762, -4.513, -2.744], [0.478, -1.952, -3.602], [3.766, 5.109, -1.919], [4.455, 3.341, -1.797], [5.825, 3.189, -1.575], [6.368, 1.929, -1.477], [8.261, 1.738, -1.106], [5.616, 0.753, -1.623], [6.062, -0.584, -1.579], [5.154, -1.603, -1.765], [3.766, -1.296, -1.964], [3.347, -0.062, -1.989], [4.216, 0.956, -1.871], [3.557, 2.237, -1.888], [2.318, 2.356, -2.014], [6.549, 3.978, -1.528], [7.017, -0.823, -1.217], [5.532, -2.629, -1.628], [3.066, -2.109, -2.023], [-6.904, 0.087, -0.168], [-6.449, 1.505, 0.265], [-7.569, 2.458, -0.168], [-6.330, 1.480, 1.811], [-5.077, 1.869, -0.295], [-4.736, 3.236, -0.607], [-3.466, 3.539, -1.114], [-2.619, 2.514, -1.310], [-1.380, 2.601, -1.760], [-0.763, 1.258, -1.625], [-1.785, 0.463, -1.110], [-2.909, 1.163, -0.985], [-4.127, 0.796, -0.443], [-7.921, 0.036, 0.212], [-6.281, -0.751, 0.213], [-6.927, 0.030, -1.240], [-8.553, 2.073, 0.106], [-7.552, 2.412, -1.244], [-7.324, 3.462, 0.185], [-7.285, 1.225, 2.342], [-5.901, 2.390, 2.185], [-5.601, 0.713, 2.132], [-5.465, 4.019, -0.364], [-3.042, 4.484, -1.442], [-4.411, -0.282, -0.340], [0.898, 0.710, -4.433]], "lowdin_charge": [0.439, 0.096, -0.255, -0.266, -0.050, -0.074, -0.163, -0.055, -0.054, -0.013, -0.282, -0.079, -0.124, -0.151, -0.035, -0.233, -0.100, -0.121, -0.215, -0.045, 0.123, 0.108, 0.123, 0.110, 0.077, 0.084, 0.103, 0.094, 0.068, 0.048, 0.707, -0.587, -0.194, -0.617, 0.655, -0.195, -0.050, -0.018, -0.073, 0.074, -0.119, -0.417, -0.166, 0.079, 0.059, 0.107, 0.086, -0.074, -0.569, -0.069, -0.060, -0.171, -0.031, -0.013, -0.277, 0.110, -0.442, 0.147, -0.202, 0.069, 0.067, 0.081, 0.078, 0.075, 0.079, 0.070, 0.087, 0.069, 0.086, 0.089, 0.123, 0.125, 0.061], "fmax_ev_per_a": 3.2, "orbital_gap_ev": [4.4, 6.0], "de_lowest_kj_mol": 0.00, "spin_multiplicity": 5, "total_charge": -2}


Record 2
{"formula": "C35H26BaIN2O4P", "method": "ωB97M-V/def2-TZVPD", "symbols": ["Ba", "N", "C", "C", "C", "C", "C", "C", "P", "C", "C", "C", "C", "C", "C", "C", "C", "C", "C", "C", "C", "H", "H", "H", "H", "H", "H", "H", "H", "H", "H", "H", "H", "H", "H", "H", "H", "I", "C", "C", "C", "C", "C", "C", "C", "C", "C", "C", "H", "H", "H", "H", "H", "H", "O", "C", "O", "C", "C", "C", "C", "C", "C", "N", "O", "O", "H", "H", "H", "H"], "xyz": [[1.393, -0.412, -0.283], [-0.804, -2.036, -1.711], [-1.958, -2.738, -1.265], [-2.844, -3.287, -2.184], [-3.967, -3.972, -1.753], [-4.224, -4.100, -0.395], [-3.332, -3.566, 0.525], [-2.179, -2.896, 0.112], [-0.853, -2.372, 1.271], [-1.457, -3.024, 2.880], [-0.884, -4.211, 3.332], [-1.302, -4.798, 4.521], [-2.298, -4.195, 5.275], [-2.876, -3.007, 4.836], [-2.459, -2.426, 3.646], [-1.203, -0.576, 1.573], [-2.216, 0.145, 0.945], [-2.473, 1.465, 1.313], [-1.730, 2.068, 2.319], [-0.715, 1.360, 2.949], [-0.444, 0.055, 2.567], [-0.681, -2.100, -2.712], [-0.857, -1.044, -1.482], [-2.653, -3.165, -3.245], [-4.649, -4.395, -2.481], [-5.107, -4.623, -0.050], [-3.523, -3.702, 1.582], [-0.100, -4.681, 2.748], [-0.844, -5.720, 4.860], [-2.623, -4.646, 6.205], [-3.654, -2.532, 5.422], [-2.918, -1.501, 3.315], [-2.821, -0.325, 0.178], [-3.260, 2.018, 0.815], [-1.939, 3.093, 2.607], [-0.125, 1.827, 3.728], [0.331, -0.504, 3.085], [4.089, -0.382, 1.652], [5.278, 0.451, 0.093], [6.433, 1.016, 0.545], [7.359, 1.529, -0.390], [7.098, 1.420, -1.723], [5.895, 0.826, -2.189], [5.661, 0.693, -3.583], [4.506, 0.131, -4.034], [3.510, -0.282, -3.112], [3.650, -0.202, -1.741], [4.903, 0.342, -1.281], [6.650, 1.065, 1.603], [8.276, 1.986, -0.036], [7.813, 1.785, -2.456], [6.423, 1.041, -4.274], [4.341, 0.016, -5.101], [2.589, -0.693, -3.540], [-0.196, 0.842, -1.424], [0.099, 1.866, -0.716], [0.920, 1.825, 0.241], [-0.565, 3.164, -1.046], [-0.361, 4.272, -0.235], [-0.995, 5.472, -0.521], [-1.837, 5.568, -1.621], [-2.020, 4.447, -2.410], [-1.402, 3.245, -2.147], [-2.923, 4.538, -3.587], [-3.021, 3.559, -4.298], [-3.473, 5.600, -3.792], [0.303, 4.177, 0.618], [-0.836, 6.337, 0.109], [-2.349, 6.485, -1.872], [-1.568, 2.385, -2.780]], "lowdin_charge": [1.737, 0.035, -0.327, -0.034, -0.079, -0.083, -0.073, -0.316, 1.051, -0.393, -0.102, -0.081, -0.082, -0.074, -0.092, -0.468, -0.086, -0.066, -0.075, -0.067, -0.147, 0.093, 0.001, 0.113, 0.106, 0.103, 0.098, 0.100, 0.105, 0.104, 0.105, 0.110, 0.113, 0.114, 0.110, 0.114, 0.111, 0.867, -0.599, -0.188, -0.091, -0.045, -0.177, -0.061, -0.102, -0.191, -0.308, -0.276, 0.077, 0.101, 0.110, 0.105, 0.096, 0.070, -0.326, -0.664, -0.260, -0.121, 0.000, -0.043, 0.006, -0.125, 0.070, -0.351, 0.082, 0.076, 0.126, 0.110, 0.120, 0.132], "fmax_ev_per_a": 4.1, "orbital_gap_ev": 6.9, "de_lowest_kj_mol": 137.80, "total_charge": 0}


Record 3
{"formula": "C35H26Br2ClGeN2O4SeW", "method": "ωB97M-V/def2-TZVPD", "symbols": ["W", "Br", "C", "C", "C", "N", "C", "C", "C", "C", "C", "Br", "C", "C", "N", "H", "H", "H", "H", "H", "H", "O", "Cl", "O", "O", "O", "Se", "C", "C", "C", "C", "C", "C", "H", "H", "H", "H", "H", "C", "Ge", "C", "C", "C", "C", "C", "C", "C", "C", "C", "C", "C", "C", "C", "C", "C", "C", "C", "C", "H", "H", "H", "H", "H", "H", "H", "H", "H", "H", "H", "H", "H", "H", "H"], "xyz": [[2.039, 1.173, 0.017], [-0.173, 7.093, -2.231], [0.277, 5.359, -1.683], [0.757, 4.427, -2.597], [1.115, 3.183, -2.141], [1.043, 2.820, -0.847], [0.497, 3.706, 0.027], [0.116, 4.978, -0.365], [0.316, 3.186, 1.381], [-0.544, 3.740, 2.315], [-0.669, 3.138, 3.552], [-1.817, 3.865, 4.843], [0.047, 1.978, 3.818], [0.833, 1.452, 2.819], [0.972, 2.030, 1.614], [0.868, 4.673, -3.643], [1.454, 2.424, -2.830], [-0.283, 5.674, 0.358], [-1.114, 4.626, 2.077], [-0.017, 1.492, 4.779], [1.383, 0.530, 2.967], [5.215, 1.566, 0.211], [4.326, 1.940, 1.238], [4.954, 2.357, 2.411], [3.386, 2.931, 0.735], [3.443, 0.765, 1.531], [3.392, 0.541, -1.855], [2.172, -0.054, -3.267], [2.301, 0.571, -4.501], [1.421, 0.255, -5.528], [0.442, -0.706, -5.327], [0.349, -1.361, -4.106], [1.217, -1.038, -3.075], [3.088, 1.302, -4.647], [1.505, 0.762, -6.480], [-0.240, -0.959, -6.128], [-0.400, -2.128, -3.954], [1.154, -1.555, -2.127], [0.499, 0.143, -0.294], [-0.686, -1.240, 0.355], [-1.792, -0.527, 1.827], [-2.609, 0.590, 1.663], [-3.416, 1.028, 2.704], [-3.418, 0.354, 3.918], [-2.609, -0.760, 4.091], [-1.798, -1.193, 3.051], [-1.796, -2.168, -0.974], [-1.199, -3.162, -1.746], [-1.939, -3.860, -2.688], [-3.287, -3.575, -2.857], [-3.892, -2.598, -2.080], [-3.149, -1.893, -1.144], [0.493, -2.664, 1.101], [-0.142, -3.812, 1.581], [0.579, -4.820, 2.204], [1.954, -4.703, 2.341], [2.606, -3.596, 1.822], [1.873, -2.592, 1.204], [-2.620, 1.120, 0.716], [-4.054, 1.893, 2.574], [-4.050, 0.694, 4.728], [-2.610, -1.295, 5.032], [-1.163, -2.060, 3.190], [-0.150, -3.402, -1.599], [-1.462, -4.628, -3.285], [-3.869, -4.126, -3.585], [-4.947, -2.388, -2.200], [-3.624, -1.128, -0.540], [-1.215, -3.914, 1.458], [0.067, -5.694, 2.584], [2.520, -5.480, 2.839], [3.684, -3.516, 1.892], [2.398, -1.764, 0.761]], "lowdin_charge": [1.159, 0.857, -0.653, -0.053, -0.068, -0.059, -0.175, -0.028, -0.183, -0.026, -0.656, 0.849, -0.057, -0.072, -0.070, 0.123, 0.086, 0.118, 0.117, 0.124, 0.130, -0.314, 0.677, -0.194, -0.376, -0.456, 0.844, -0.572, -0.155, -0.073, -0.064, -0.051, -0.132, 0.101, 0.110, 0.110, 0.088, 0.070, -0.274, 0.923, -0.282, -0.126, -0.097, -0.086, -0.070, -0.100, -0.280, -0.144, -0.089, -0.073, -0.075, -0.097, -0.281, -0.126, -0.071, -0.075, -0.073, -0.116, 0.104, 0.108, 0.109, 0.110, 0.090, 0.103, 0.112, 0.108, 0.107, 0.093, 0.110, 0.109, 0.108, 0.109, 0.055], "fmax_ev_per_a": 6.5, "orbital_gap_ev": 7.1, "total_charge": 1}


One value per record, in order, for electronic energy: -288051.04535 -65969.33892 -324168.39430 eV.